Density functional theory data (wB97M-V/def2-TZVPD) for the molecule CH2O in a non-equilibrium geometry.

Structure (XYZ):
```
4
Properties=species:S:1:pos:R:3:forces:R:3
C 0.19508 0.08032 -0.50329 -0.77 -1.65 3.09
H 0.54860 -0.79355 -1.02864 0.18 -0.65 -0.49
H 0.34562 0.99060 -1.05865 -0.32 1.11 0.22
O -0.25809 -0.08487 0.63838 0.92 1.19 -2.81
```
Forces are in eV/Å.

## Properties
- gap between HOMO and LUMO (eV) = 11.0
- structure (SMILES) = C=O
- energy relative to the best compared isomer or geometry (same formula, charge and spin) (kcal/mol) = 3.4
- molecular weight (g/mol) = 30.03
- electronic energy (eV) = -3115.783
- net charge = 0


Density functional theory data (wB97M-V/def2-TZVPD) for a cluster of 2 separate species, C2H8O2 in total in a non-equilibrium geometry.

Structure (XYZ):
```
12
Properties=species:S:1:pos:R:3:forces:R:3
C -0.77190 0.83377 0.07433 0.71 -0.23 -0.04
O -0.47651 -0.55345 0.29525 0.62 0.44 0.21
C -0.24448 1.27324 -1.30017 -1.04 -0.31 0.49
H -1.84854 0.89808 0.23262 -0.01 0.23 -0.51
H -0.31695 1.49300 0.82841 0.02 -0.35 0.15
H 0.49452 -0.63216 0.33112 -0.49 -0.13 0.07
H -0.76705 0.68417 -2.05386 0.02 0.23 -0.21
H -0.44102 2.33890 -1.41656 0.09 0.00 -0.30
H 0.81939 1.06986 -1.40906 0.08 0.10 0.21
H 1.45177 -2.89085 0.86237 -0.24 -0.49 -0.47
H 0.60842 -2.19961 1.94091 -0.74 -0.02 0.06
O 1.49236 -2.31495 1.61464 0.98 0.52 0.35
```
Forces are in eV/Å.

## Properties
- gap between HOMO and LUMO (eV) = 11.2
- structure (SMILES) = CCO.O
- energy relative to the best compared isomer or geometry (same formula, charge and spin) (kcal/mol) = 0.0
- molecular weight (g/mol) = 64.08
- electronic energy (eV) = -6298.408
- net charge = 0


Density functional theory data (wB97M-V/def2-TZVPD) for a cluster of 2 separate species, C4H7O3S in total in a non-equilibrium geometry.

Structure (XYZ):
```
15
Properties=species:S:1:pos:R:3:forces:R:3
C -1.32182 -0.74844 1.52255 2.15 0.87 2.70
C -1.58510 0.69844 1.78439 0.43 0.72 -1.21
C -0.51678 0.46981 1.04802 -0.25 -0.41 1.65
C 0.80915 0.91723 0.50823 0.52 1.44 0.12
O -0.25528 0.01621 -1.55681 0.59 -0.52 -0.59
O 0.81662 -0.37052 -3.63487 0.54 0.35 -3.10
O 0.83099 -2.16226 -1.92904 0.54 2.38 -0.43
S 0.81911 -0.69896 -2.26312 -1.59 -2.50 2.31
H -0.95511 -1.40051 2.39200 -0.35 0.83 -1.17
H -1.85561 -1.25634 0.81848 -1.40 -1.45 -1.91
H 2.05903 -0.19818 -1.85536 -0.74 -0.34 0.18
H -2.32955 1.43197 2.13191 0.64 -0.56 -0.09
H 1.28650 0.27929 -0.24974 -0.40 0.17 1.41
H 1.53893 1.14385 1.33564 -0.77 -0.29 -0.45
H 0.65891 1.87842 -0.05228 0.08 -0.68 0.59
```
Forces are in eV/Å.

## Properties
- gap between HOMO and LUMO (eV) = 8.8
- energy relative to the best compared isomer or geometry (same formula, charge and spin) (kcal/mol) = 78.3
- molecular weight (g/mol) = 135.16
- electronic energy (eV) = -21237.342
- net charge = -1


Density functional theory data (wB97M-V/def2-TZVPD) for the molecule C5H11NO.

Structure (XYZ):
```
18
Properties=species:S:1:pos:R:3:forces:R:3
C -0.96713 -1.47713 -0.40977 0.07 -0.06 -0.05
C -0.57089 -0.01683 -0.58992 -0.26 0.11 0.08
C -1.45389 0.87103 0.29659 -0.03 -0.09 -0.02
N 0.84884 0.24099 -0.24397 -0.07 0.43 0.09
C 1.59532 -0.67462 0.59500 0.05 0.03 0.16
C 1.25484 1.54950 -0.30099 0.02 -0.08 -0.26
O 0.75111 2.39479 -1.01466 0.08 -0.16 0.27
H -0.80454 -1.81208 0.62251 -0.02 0.05 -0.22
H -2.04004 -1.57880 -0.61326 0.25 0.03 -0.03
H -0.42358 -2.13795 -1.08925 -0.04 0.00 0.08
H -0.71208 0.27690 -1.63759 0.08 -0.06 0.21
H -1.09265 1.89383 0.22353 -0.29 0.04 0.11
H -2.50741 0.83967 -0.00789 0.25 -0.04 0.00
H -1.39094 0.53263 1.33828 0.00 0.06 -0.11
H 1.13720 -0.79441 1.58475 0.09 -0.11 -0.08
H 1.69937 -1.65788 0.12036 -0.06 0.26 0.11
H 2.59838 -0.25824 0.72423 -0.13 -0.15 0.05
H 2.07809 1.80860 0.40203 0.02 -0.28 -0.37
```
Forces are in eV/Å.

## Properties
- gap between HOMO and LUMO (eV) = 10.2
- structure (SMILES) = CC(C)N(C)C=O
- energy relative to the best compared isomer or geometry (same formula, charge and spin) (kcal/mol) = 16.3
- molecular weight (g/mol) = 101.15
- electronic energy (eV) = -8900.992
- net charge = 0